{
  "formula": "C3H6N2O",
  "method": "ωB97M-V with the def2-TZVPD basis set",
  "species": ["O", "N", "N", "C", "C", "C", "H", "H", "H", "H", "H", "H"],
  "xyz": [[-1.29051, 0.91601, -1.31942], [-0.02269, -2.24868, 1.10045], [0.60320, -1.35526, -1.08278], [-0.19794, 1.13310, -0.84797], [0.20354, -1.76307, 0.00294], [0.07674, 1.23729, 0.63639], [1.14315, 1.14894, 0.86414], [-0.49393, -1.71702, 1.81942], [-0.26999, 2.22590, 0.95095], [-0.02776, -1.41443, -1.87377], [0.67714, 1.33246, -1.49774], [-0.48901, 0.50257, 1.21695]],
  "atomic_forces_ev_per_a": [[0.436, 0.122, 0.221], [0.129, 0.118, -0.449], [-0.086, -0.411, 0.531], [-0.307, 0.160, 0.061], [0.107, -0.219, -0.029], [-0.037, 0.047, 0.009], [-0.174, 0.007, -0.099], [0.002, 0.018, -0.101], [0.082, 0.005, 0.031], [-0.007, -0.004, 0.054], [-0.145, -0.002, -0.008], [-0.001, 0.158, -0.220]],
  "lowdin_charge": [0.02, 0.15, 0.15, -0.37, -0.38, -0.06, 0.08, 0.07, 0.09, 0.09, 0.11, 0.06],
  "e_lumo_ev": 0.86,
  "smiles": "N=C=N.CC=O",
  "e_above_lowest_ev": 1.901,
  "homo_energy_ev": -9.9,
  "total_energy_ev": -8234.79815,
  "gap_ev": 10.8
}